Molecular formula: C38H31BrN8O5Ta
Method: DFT, the ωB97M-V functional and the def2-TZVPD basis

As for the net charge: +1. The energy above the lowest of the compared OMol25 structures with the same formula, charge and spin is 172.9 kJ/mol.

Geometry as XYZ:
```
84
Properties=species:S:1:pos:R:3:forces:R:3
Ta -0.241 0.493 -0.320 -0.383 -0.894 -0.143
C 2.245 3.409 -0.067 -0.023 0.012 0.070
C 1.915 3.195 1.389 0.085 0.044 -0.031
C 2.879 3.500 2.344 -0.019 0.002 0.012
C 2.611 3.361 3.695 -0.023 0.005 0.023
C 1.345 2.978 4.107 0.014 0.030 0.001
C 0.344 2.692 3.183 -0.051 -0.045 0.208
C -1.052 2.443 3.707 0.092 0.037 0.011
C 0.675 2.724 1.825 -0.091 -0.042 -0.354
N -0.315 2.288 0.847 -0.016 0.417 0.028
C -1.438 3.114 0.927 0.411 -0.071 0.074
O -1.525 4.158 1.525 -0.042 0.005 -0.134
C -2.554 2.616 0.096 0.005 -0.113 0.058
C -3.761 3.261 -0.044 -0.152 -0.002 -0.020
C -4.622 2.828 -1.046 0.022 0.011 -0.009
C -4.180 1.860 -1.940 -0.164 0.048 0.057
C -2.947 1.292 -1.726 0.104 -0.090 0.029
N -2.195 1.585 -0.665 0.012 -0.022 0.057
C -2.187 0.557 -2.766 0.343 -0.200 -0.111
O -2.677 0.352 -3.851 0.040 0.083 0.066
N -0.884 0.301 -2.364 -0.156 0.154 -0.142
C -0.069 -0.247 -3.434 0.011 0.330 0.229
C -0.392 -1.457 -4.047 -0.072 -0.150 -0.098
C -1.628 -2.259 -3.725 0.097 -0.011 -0.009
C 0.478 -1.942 -5.020 0.006 0.014 -0.054
C 1.620 -1.249 -5.384 -0.054 0.023 0.013
C 1.917 -0.048 -4.761 -0.027 -0.017 -0.044
C 1.085 0.462 -3.776 0.056 0.091 -0.067
C 1.495 1.723 -3.060 0.007 -0.125 -0.038
H 2.818 4.328 -0.185 -0.001 -0.001 0.026
H 2.855 2.598 -0.470 -0.003 -0.007 0.033
H 1.352 3.501 -0.684 -0.011 0.000 0.029
H 3.846 3.863 2.017 -0.008 -0.007 0.005
H 3.373 3.593 4.427 0.002 -0.017 -0.001
H 1.108 2.922 5.163 0.010 0.014 -0.007
H -1.018 1.998 4.698 0.006 -0.063 0.024
H -1.581 3.394 3.781 0.029 -0.009 0.003
H -1.652 1.801 3.059 -0.019 0.015 0.024
H -3.975 4.102 0.599 -0.013 0.000 -0.011
H -5.585 3.301 -1.182 0.003 -0.008 0.009
H -4.732 1.577 -2.826 -0.006 0.017 -0.002
H -1.463 -3.307 -3.969 0.015 -0.019 0.049
H -1.909 -2.192 -2.672 -0.009 0.009 0.010
H -2.476 -1.901 -4.307 0.026 -0.028 -0.021
H 0.242 -2.883 -5.503 0.006 0.003 -0.004
H 2.278 -1.645 -6.146 -0.004 -0.006 0.007
H 2.817 0.494 -5.027 -0.018 0.010 -0.017
H 1.936 2.441 -3.751 0.011 -0.012 0.003
H 0.654 2.230 -2.580 -0.038 0.031 -0.015
H 2.256 1.509 -2.304 -0.040 -0.044 0.008
Br 3.295 -2.567 -2.336 0.057 -0.135 -0.043
C 1.832 -3.716 -2.021 0.435 -0.055 -0.218
C 1.978 -5.031 -2.431 -0.068 -0.192 0.016
C 0.970 -5.956 -2.191 0.108 0.118 -0.043
C -0.185 -5.579 -1.517 0.011 0.137 0.018
C -0.331 -4.263 -1.125 -0.039 -0.156 0.002
C 0.663 -3.316 -1.389 -0.327 0.073 0.165
C 0.372 -1.932 -1.033 -0.101 0.341 0.157
O 1.116 -0.949 -1.292 -0.064 -0.005 -0.075
O -0.712 -1.612 -0.403 0.124 -0.171 -0.417
H 2.887 -5.329 -2.933 0.000 -0.011 -0.002
H 1.095 -6.977 -2.530 0.016 0.007 0.029
H -0.963 -6.300 -1.309 0.001 0.004 -0.009
H -1.226 -3.943 -0.611 -0.050 0.028 -0.009
N 1.189 -1.170 5.445 -0.045 0.094 -0.123
C -0.017 -0.599 5.269 0.229 -0.206 0.126
O -0.575 0.094 6.094 -0.077 -0.006 0.048
C -0.718 -0.864 3.960 -0.072 0.033 0.014
C -1.951 -1.495 3.957 -0.113 -0.029 0.039
C -2.672 -1.559 2.775 0.013 0.036 -0.011
C -2.142 -0.985 1.640 -0.050 0.040 0.212
N -0.943 -0.374 1.636 -0.560 0.433 0.139
C -0.251 -0.313 2.785 0.072 -0.100 -0.018
H 1.685 -0.974 6.301 0.009 -0.001 -0.024
H 1.656 -1.721 4.742 0.037 0.004 0.021
H -2.348 -1.912 4.874 0.001 0.029 0.000
H -3.640 -2.036 2.731 0.008 0.006 -0.009
H -2.678 -1.020 0.703 -0.022 -0.008 -0.001
H 0.679 0.230 2.775 0.003 0.037 -0.015
N 3.799 -1.961 3.655 -0.029 -0.107 0.076
C 3.626 -1.342 2.698 -0.254 0.505 -0.321
N 3.430 -0.629 1.597 0.595 -0.495 0.322
C 2.456 -0.077 1.114 -0.423 0.175 -0.263
N 1.538 0.464 0.581 0.607 0.174 0.380
```
Forces are in eV/Å.

Molecular formula: C38H31CaI2N10OSSe2
Method: DFT, the ωB97M-V functional and the def2-TZVPD basis

As for the net charge: +1. The energy above the lowest of the compared OMol25 structures with the same formula, charge and spin is 66.1 kJ/mol.

Geometry as XYZ:
```
86
Properties=species:S:1:pos:R:3:forces:R:3
Ca -0.139 0.066 0.332 1.288 -0.192 -1.739
C -1.146 0.517 -4.412 -0.010 -0.115 0.125
C -0.596 0.452 -3.012 -0.543 -0.466 -0.536
N -0.820 -0.488 -2.171 0.520 0.485 0.671
N -1.571 -1.540 -2.522 -0.712 -0.528 -1.326
C -1.904 -2.562 -1.674 0.020 -0.273 0.416
N -2.504 -3.618 -2.273 -0.033 0.253 -0.258
S -1.592 -2.588 -0.057 0.063 0.091 0.160
C 0.285 1.542 -2.572 0.476 0.697 -0.335
C 1.038 2.260 -3.508 -0.186 -0.248 0.248
C 1.870 3.273 -3.063 0.024 0.058 0.263
C 1.902 3.564 -1.710 -0.060 -0.131 -0.171
C 1.109 2.806 -0.860 0.232 0.698 0.096
N 0.332 1.818 -1.267 -0.222 0.094 -0.467
H -2.147 0.088 -4.481 -0.030 0.017 0.042
H -0.487 -0.019 -5.104 -0.082 0.082 0.016
H -1.213 1.552 -4.740 -0.036 -0.006 0.004
H -1.887 -1.617 -3.490 0.234 0.089 0.354
H -2.847 -3.585 -3.219 0.015 -0.015 0.024
H -2.862 -4.334 -1.664 0.010 0.053 -0.039
H 0.998 2.024 -4.558 -0.067 -0.102 -0.122
H 2.475 3.830 -3.763 0.046 0.029 -0.064
H 2.536 4.345 -1.318 -0.027 0.055 0.058
H 1.081 3.024 0.197 0.153 -0.049 0.005
I -0.474 -0.701 5.389 -0.490 -0.006 -0.089
C -2.055 -0.238 4.074 0.916 -0.198 -0.156
C -3.337 -0.059 4.568 -0.649 0.119 -0.056
C -4.367 0.252 3.714 -0.469 -0.013 0.594
I -6.321 0.425 4.520 0.452 -0.011 -0.134
C -4.135 0.430 2.339 0.404 -0.108 -0.141
C -5.120 0.793 1.402 0.056 0.054 -0.200
C -4.782 0.966 0.088 -0.060 -0.003 0.229
C -3.449 0.769 -0.294 0.055 0.058 -0.083
N -2.504 0.417 0.544 -0.249 0.199 -0.479
C -2.810 0.235 1.842 -0.605 -0.017 0.724
C -1.736 -0.161 2.717 -0.848 -0.093 1.018
O -0.565 -0.408 2.263 -0.247 -0.735 1.525
H -3.521 -0.184 5.624 -0.033 0.020 0.054
H -6.135 0.944 1.740 -0.075 0.011 -0.012
H -5.522 1.264 -0.636 -0.051 0.005 -0.130
H -3.150 0.918 -1.325 0.027 0.003 -0.097
Se 1.570 0.945 2.893 0.501 0.136 0.387
Se 3.421 2.249 2.363 0.329 0.184 0.001
C 3.833 1.337 0.714 -0.140 0.037 0.079
C 5.160 1.193 0.317 -0.141 0.085 0.141
C 5.424 0.430 -0.803 -0.197 0.027 -0.079
C 4.358 -0.119 -1.508 -0.046 -0.044 -0.035
C 3.077 0.136 -1.059 0.348 0.053 -0.206
N 2.816 0.838 0.036 -0.068 -0.109 0.043
C 0.263 2.348 2.808 0.148 0.118 0.258
C 0.135 3.262 3.845 0.016 -0.099 -0.055
C -0.830 4.246 3.720 -0.059 -0.011 -0.115
C -1.635 4.262 2.590 0.035 0.004 0.048
C -1.434 3.292 1.622 -0.177 0.369 -0.009
N -0.492 2.367 1.724 0.026 -0.391 -0.242
H 5.941 1.654 0.903 0.135 -0.071 0.026
H 6.439 0.254 -1.121 0.137 0.008 -0.039
H 4.508 -0.745 -2.372 0.058 -0.046 -0.119
H 2.209 -0.241 -1.580 0.005 -0.160 -0.213
H 0.778 3.194 4.712 -0.045 -0.007 -0.003
H -0.957 4.989 4.494 -0.021 0.050 0.081
H -2.400 5.013 2.460 -0.052 0.000 -0.007
H -2.031 3.254 0.720 -0.101 0.052 -0.027
C 3.254 -3.412 1.215 -0.044 0.117 0.022
C 2.430 -2.295 1.191 0.356 -0.185 0.380
N 1.602 -2.030 0.189 -0.300 0.239 -0.007
C 1.576 -2.869 -0.834 0.001 -0.424 -0.153
C 2.355 -4.025 -0.921 0.137 0.366 0.568
C 3.206 -4.297 0.155 -0.272 0.238 -0.211
C 2.271 -4.993 -2.003 -0.070 -0.120 -0.562
C 1.977 -4.840 -3.304 0.170 -0.460 0.378
C 1.740 -3.628 -4.067 -0.229 0.350 -0.587
C 1.160 -3.709 -5.344 0.067 0.139 0.311
C 0.898 -2.520 -5.996 0.011 -0.114 0.068
N 1.221 -1.342 -5.472 0.088 0.279 -0.348
C 1.849 -1.375 -4.308 -0.095 0.167 -0.042
N 2.101 -2.436 -3.577 0.310 -0.285 0.201
H 3.907 -3.591 2.054 0.022 0.022 0.102
H 2.423 -1.593 2.018 0.031 -0.048 -0.031
H 0.882 -2.633 -1.624 -0.053 -0.039 0.060
H 3.819 -5.188 0.144 0.024 -0.055 0.038
H 2.488 -6.006 -1.677 -0.028 -0.039 -0.106
H 1.937 -5.739 -3.908 -0.020 -0.072 0.059
H 0.905 -4.656 -5.790 -0.015 -0.124 -0.009
H 0.410 -2.489 -6.962 -0.023 -0.118 -0.062
H 2.171 -0.422 -3.904 0.037 0.116 0.020
```
Forces are in eV/Å.

| no. | HOMO-LUMO gap (eV) | LUMO level (eV) |
| --- | --- | --- |
| 1 | 6.19 | -4.952 |
| 2 | 6.40 | -2.854 |